Below is a cluster of 3 separate species, C2H12NO2S in total in a non-equilibrium geometry, with properties calculated with ωB97M-V/def2-TZVPD.

Last columns: bonded neighbours and bond lengths (Å).
CARTESIAN COORDINATES (ANGSTROEM)
1 C 0.1674 0.2590 -0.1478  C2 1.561, N4 1.608, H5 1.188, H6 1.056
2 C -0.4741 1.6807 -0.2201  C1 1.561, S3 1.872, H7 1.188, H8 1.146
3 S -1.1818 1.7719 -1.9506  C2 1.872, H9 1.264
4 N -0.9456 -0.8949 -0.0235  C1 1.608, H10 1.078, H11 1.032, H12 1.139
5 H 0.9304 -0.0974 0.6895  C1 1.188
6 H 0.7430 0.0759 -1.0142  C1 1.056
7 H 0.1229 2.6750 0.0383  C2 1.188
8 H -1.1739 1.7950 0.6800  C2 1.146
9 H -0.1308 1.7673 -2.6527  S3 1.264
10 H -1.8270 -0.4340 -0.4390  N4 1.078
11 H -1.1172 -1.1629 0.9581  N4 1.032
12 H -0.6717 -1.8836 -0.5178  N4 1.139
13 H -1.5031 -0.4342 3.7084  O15 0.954
14 H -2.6087 -1.1232 2.5375  O15 0.944
15 O -1.8230 -0.7054 2.8519  H13 0.954, H14 0.944
16 H 4.2878 -1.6371 -1.0418  O18 1.047
17 H 3.3774 -0.9166 -2.1462  O18 0.967
18 O 3.8281 -0.7354 -1.3099  H16 1.047, H17 0.967

## Properties
Energy above the lowest of the compared OMol25 structures with the same formula, charge and spin = 72.0 kcal/mol
Frontier orbital gap (spin up / spin down) = 2.0 / 10.2 eV
HOMO (spin up / spin down) = -2.19 / -9.96 eV
<S²> = 0.750
Molar mass = 114.2 g mol⁻¹
LUMO energy (spin up / spin down) = -0.009 / 0.008 Ha
2S+1 = 2
E = -686.5786 Ha